No. 1
# C25H34N2O5S

C25H34N2O5S in the gas phase (the ωB97M-V functional and the def2-TZVPD basis, the OMol25 dataset).

The geometry in XYZ format:
```
67
Properties=species:S:1:pos:R:3:forces:R:3:nbo_charge:R:1
C 1.928046 2.156994 -3.480559 -0.073 0.033 -0.215 -0.25
O 1.991392 1.877513 -2.100090 0.080 -0.214 0.092 -0.49
C 2.214931 0.606586 -1.699397 -0.115 -0.064 -0.217 0.31
C 2.209718 -0.508187 -2.535999 -0.051 0.355 -0.103 -0.30
C 2.373414 -1.780777 -2.011819 0.106 0.024 0.256 -0.17
C 2.548859 -1.983939 -0.650335 0.047 0.163 -0.262 -0.05
C 2.606907 -3.354743 -0.033598 -0.083 0.025 0.328 -0.52
C 1.387912 -3.432869 0.884531 0.335 -0.367 -0.169 0.70
O 1.468693 -3.116581 2.055409 0.223 0.243 0.337 -0.63
N 0.211749 -3.784372 0.314089 -0.426 -0.064 0.103 -0.45
C 0.061961 -4.246270 -1.045977 0.209 -0.074 -0.241 -0.41
C -1.006143 -3.572917 1.069339 0.026 0.039 0.390 -0.24
C -1.828838 -2.425597 0.537833 0.013 0.019 -0.096 -0.04
C -3.184087 -2.348384 0.832360 0.058 0.004 -0.003 -0.20
C -3.946651 -1.290075 0.381229 -0.011 -0.033 0.044 -0.21
C -3.397008 -0.273287 -0.396858 0.092 0.010 -0.053 -0.01
C -4.276460 0.873347 -0.865102 -0.144 0.147 -0.065 -0.08
C -4.784883 1.631019 0.369065 0.067 -0.048 -0.125 -0.61
C -5.460628 0.314214 -1.666904 0.161 0.077 0.083 -0.59
C -3.523113 1.865708 -1.754057 -0.118 -0.197 0.137 -0.60
C -2.043746 -0.362931 -0.692056 -0.094 0.049 -0.023 -0.16
C -1.269811 -1.413108 -0.226104 0.001 -0.198 0.049 -0.25
C 2.605016 -0.863783 0.175855 0.034 -0.148 -0.031 -0.18
C 2.447244 0.402532 -0.337445 0.052 0.706 0.375 -0.33
S 2.568054 1.783625 0.812943 -0.061 0.370 0.242 2.33
O 3.160742 1.276861 2.013712 -0.213 -0.376 -0.011 -0.94
O 3.175241 2.914675 0.181452 -0.217 -0.148 -0.219 -0.93
N 1.006045 2.206950 1.198410 1.034 -0.132 -0.114 -0.67
C 0.242355 2.927979 0.210800 -0.355 0.430 -0.294 -0.26
C -0.936417 3.588049 0.927553 0.262 0.009 -0.186 -0.07
O -1.727866 2.618345 1.578178 -0.165 -0.010 -0.099 -0.53
C -0.977535 1.903298 2.535464 0.279 -0.224 0.064 -0.07
C 0.226335 1.209090 1.893955 -0.382 -0.341 0.392 -0.28
H 1.051187 1.692777 -3.945011 0.054 0.010 0.023 0.18
H 2.833796 1.829486 -3.998416 -0.024 -0.006 0.036 0.18
H 1.844015 3.239618 -3.552296 0.002 -0.071 -0.050 0.21
H 2.070331 -0.395427 -3.599468 -0.024 0.065 -0.083 0.23
H 2.370802 -2.624188 -2.688138 -0.029 -0.093 -0.038 0.21
H 3.490663 -3.441294 0.599559 -0.086 -0.115 -0.019 0.25
H 2.622996 -4.134312 -0.791553 0.023 0.010 -0.034 0.22
H 0.321225 -3.474277 -1.773417 -0.064 -0.039 -0.051 0.20
H -0.979455 -4.519974 -1.201786 0.023 0.008 -0.020 0.22
H 0.677822 -5.129828 -1.226932 -0.056 0.014 -0.063 0.20
H -1.602115 -4.492382 1.075560 0.042 0.071 0.004 0.20
H -0.700789 -3.355187 2.098692 -0.103 -0.141 -0.178 0.26
H -3.643757 -3.123930 1.428905 -0.072 -0.099 0.060 0.21
H -4.993345 -1.263643 0.643425 -0.134 0.027 0.014 0.21
H -3.942500 2.020540 0.936294 0.037 0.053 0.076 0.24
H -5.368325 0.982550 1.017050 -0.096 -0.069 0.091 0.20
H -5.415227 2.463325 0.062853 -0.113 0.113 -0.030 0.20
H -6.083696 1.129427 -2.028530 -0.096 0.095 -0.040 0.21
H -5.103238 -0.252954 -2.524388 0.003 -0.067 -0.103 0.21
H -6.080111 -0.339890 -1.060084 -0.091 -0.088 0.052 0.21
H -3.135280 1.378977 -2.646875 0.098 -0.014 -0.108 0.21
H -4.201436 2.655802 -2.069961 -0.065 0.073 -0.024 0.21
H -2.705193 2.325326 -1.206016 0.179 0.077 0.027 0.21
H -1.561564 0.391719 -1.292529 0.023 0.133 -0.067 0.20
H -0.214740 -1.433328 -0.462479 0.122 -0.029 -0.051 0.22
H 2.772650 -0.968109 1.236442 0.023 -0.092 0.136 0.27
H 0.905757 3.662638 -0.242840 -0.182 0.074 -0.090 0.24
H -0.139921 2.248968 -0.566065 -0.008 0.081 0.009 0.18
H -1.594551 4.096066 0.220118 0.113 0.011 0.007 0.20
H -0.553521 4.312240 1.659977 -0.027 0.006 -0.062 0.17
H -1.658889 1.168463 2.966933 0.116 0.011 0.033 0.20
H -0.625235 2.590908 3.317118 -0.030 -0.067 -0.005 0.17
H 0.867240 0.759613 2.651373 -0.172 -0.090 0.087 0.24
H -0.131020 0.429494 1.204654 0.044 0.082 0.099 0.20
```
Positions in Å, forces in eV/Å.

Structure (SMILES): COc1ccc(CC(=O)N(C)Cc2ccc(C(C)(C)C)cc2)cc1S(=O)(=O)N1CCOCC1
Molar mass (g mol⁻¹): 474.62
Highest occupied orbital energy (Ha): -0.32474
Energy relative to the best compared isomer or geometry (same formula, charge and spin) (eV): 0.000
Lowest unoccupied orbital energy (eV): 0.431

***

No. 2
# C39H27Cl5HoN4O4

A molecular structure, C39H27Cl5HoN4O4 (the ωB97M-V functional and the def2-TZVPD basis, the OMol25 dataset).

The geometry in XYZ format:
```
80
Properties=species:S:1:pos:R:3:forces:R:3:lowdin_spin:R:1
Ho -0.227291 0.312177 0.840122 0.286 -0.635 1.043 4.03
O 1.737346 -1.048080 0.716229 -0.072 -0.021 -0.164 0.00
C 2.927805 -0.580821 0.732081 0.299 -0.103 0.174 0.00
C 3.860061 -0.899647 -0.299590 -0.046 -0.094 -0.053 0.00
C 5.136961 -0.400181 -0.306674 -0.032 0.026 0.110 0.00
C 5.597332 0.424417 0.731868 0.151 0.052 -0.007 0.00
C 4.743008 0.722146 1.766509 -0.083 0.018 0.060 0.00
C 3.422108 0.253095 1.788333 -0.006 -0.087 -0.358 0.00
C 2.570154 0.534856 2.908425 -0.087 -0.074 0.041 0.00
N 1.298928 0.395620 2.895952 -0.152 0.218 0.028 0.00
C 0.571324 0.558514 4.133513 -0.111 -0.019 0.132 0.00
C -0.574831 -0.450241 4.182923 0.137 0.079 0.136 0.00
N -1.394192 -0.400493 2.975950 0.082 -0.043 0.015 0.00
C -2.621688 -0.733715 3.107639 0.190 0.035 0.153 0.00
C -3.637657 -0.832437 2.090701 -0.164 0.032 -0.395 0.00
C -4.895009 -1.324609 2.483977 0.141 -0.012 0.110 0.00
C -5.930551 -1.489297 1.599117 -0.149 -0.036 -0.040 0.00
C -5.725085 -1.150470 0.252967 0.035 -0.032 0.131 0.00
C -4.520388 -0.651842 -0.168156 0.086 0.044 -0.069 0.00
C -3.429329 -0.459932 0.725368 -0.234 -0.142 0.208 0.00
O -2.325417 0.018164 0.290551 -0.186 -0.209 0.020 0.00
H 3.503760 -1.527850 -1.108370 -0.009 -0.002 0.023 0.00
H 5.803309 -0.643246 -1.126996 -0.026 -0.009 -0.020 0.00
H 6.608114 0.812463 0.719289 -0.020 0.000 0.003 0.00
H 5.079392 1.353901 2.584158 0.011 -0.025 0.010 0.00
H 3.072581 0.842769 3.836222 -0.035 -0.028 0.031 0.00
H 0.159503 1.563422 4.174308 -0.008 0.049 0.012 0.00
H 1.211025 0.414707 5.014538 0.019 0.000 -0.026 0.00
H -1.172229 -0.265704 5.084309 -0.043 -0.039 -0.030 0.00
H -0.141957 -1.454140 4.269787 -0.002 -0.001 -0.026 0.00
H -2.980235 -0.997743 4.112543 -0.001 0.012 0.004 0.00
H -5.032615 -1.591552 3.528081 -0.009 0.023 -0.003 0.00
H -6.887835 -1.869401 1.931787 0.021 -0.011 0.001 0.00
H -6.529096 -1.291081 -0.460593 0.012 0.031 -0.020 0.00
H -4.352718 -0.390927 -1.206176 0.019 0.015 0.015 0.00
C -0.150583 -3.347539 1.707933 0.146 0.017 0.168 0.00
O -0.639062 -2.321355 0.866467 -0.330 0.118 -0.368 0.00
C -1.279903 -2.703472 -0.284320 0.078 0.128 -0.201 0.00
C -2.108608 -3.809211 -0.355279 -0.056 -0.068 0.101 0.00
C -2.748030 -4.127198 -1.546769 0.062 0.029 0.000 0.00
C -2.557883 -3.333983 -2.666069 -0.048 -0.079 -0.004 0.00
C -1.720206 -2.231410 -2.598263 0.116 0.147 0.043 0.00
C -1.062197 -1.905255 -1.418448 -0.348 -0.561 -0.037 0.00
N -0.184964 -0.809737 -1.288640 0.495 0.508 -0.444 0.00
N 0.498500 -0.597537 -2.330335 -0.342 -0.400 0.118 0.00
C 1.448469 0.365577 -2.427003 0.414 0.569 0.172 0.00
C 1.826971 1.324197 -1.423035 -0.141 -0.296 -0.511 0.00
O 1.266874 1.451978 -0.297734 0.308 0.209 -0.027 -0.01
C 2.910014 2.223540 -1.739508 0.060 0.147 0.060 0.00
C 3.549235 2.206625 -2.923415 0.000 -0.002 0.055 0.00
C 3.200405 1.272129 -3.947654 -0.124 -0.131 -0.033 0.00
C 3.871136 1.259938 -5.182471 0.017 -0.016 -0.033 0.00
C 3.539604 0.354481 -6.158982 0.081 0.043 -0.049 0.00
C 2.521665 -0.574967 -5.912330 -0.051 -0.010 0.065 0.00
C 1.852529 -0.580677 -4.711947 0.010 0.032 -0.014 0.00
C 2.161748 0.350521 -3.697198 -0.034 -0.029 0.038 0.00
H -0.947361 -3.792102 2.311142 -0.043 0.062 -0.016 0.00
H 0.586460 -2.876005 2.354332 0.003 -0.007 -0.021 0.00
H 0.338416 -4.126097 1.119015 -0.007 0.026 -0.029 0.00
H -2.276934 -4.418819 0.522867 0.039 0.027 0.019 0.00
H -3.396504 -4.992974 -1.586054 -0.022 0.021 -0.014 0.00
H -3.065075 -3.572601 -3.592369 0.008 0.026 -0.003 0.00
H -1.561843 -1.598434 -3.461473 0.016 0.008 0.007 0.00
H 3.177439 2.923350 -0.957300 0.004 -0.013 -0.002 0.00
H 4.356178 2.904324 -3.121222 -0.002 0.013 0.024 0.00
H 4.662286 1.982120 -5.352974 -0.005 0.008 0.024 0.00
H 4.061482 0.353224 -7.107892 0.001 0.007 0.008 0.00
H 2.259491 -1.296432 -6.676975 -0.012 -0.014 0.019 0.00
H 1.072935 -1.301400 -4.517583 -0.018 -0.031 -0.046 0.00
Cl -2.018046 2.675011 4.010284 0.000 -0.137 0.315 0.00
C -1.738960 3.427456 2.457335 0.112 -0.096 -0.388 0.00
C -1.293070 2.650116 1.382742 -0.244 0.737 -0.005 -0.01
C -1.409963 3.341875 0.168503 0.021 -0.209 0.443 0.00
Cl -1.204092 2.413066 -1.287075 -0.153 0.097 -0.546 0.00
C -1.757791 4.678932 0.024620 -0.004 0.091 -0.096 0.00
Cl -1.824641 5.429536 -1.530883 -0.004 0.024 -0.048 0.00
C -2.061345 5.423855 1.157150 -0.006 -0.067 0.076 0.00
Cl -2.465415 7.096284 1.031720 0.009 0.046 -0.023 0.00
C -2.081444 4.780583 2.388241 0.018 -0.040 -0.080 0.00
Cl -2.532503 5.675645 3.798159 -0.035 0.050 0.036 0.00
```
Positions in Å, forces in eV/Å.

Molar mass (g mol⁻¹): 957.86
Charge: -1
Spin multiplicity: 5
Highest occupied orbital energy (spin up / spin down) (Ha): -0.17682 / -0.17706
Lowest unoccupied orbital energy (spin up / spin down) (eV): 2.115 / 2.115

***

No. 3
# C9H30O6

6 unconnected molecules or ions with the total composition C9H30O6 (the ωB97M-V functional and the def2-TZVPD basis, the OMol25 dataset).

The geometry in XYZ format:
```
45
Properties=species:S:1:pos:R:3:forces:R:3:nbo_charge:R:1
C 0.177733 -0.335362 -4.488530 -1.468 -0.269 0.016 -0.64
C -1.210507 0.115248 -3.887900 1.866 0.216 1.523 0.11
C -1.973907 -1.036292 -3.221400 0.233 -0.239 -0.844 -0.64
O -0.921747 1.140688 -2.886690 -1.792 -0.069 -1.042 -0.78
H 0.648483 -1.028992 -3.791840 0.066 0.013 0.003 0.20
H 0.874533 0.476498 -4.696980 -0.342 0.188 0.141 0.23
H -0.012647 -0.867282 -5.420680 0.144 -0.131 -0.069 0.21
H -1.878767 0.533038 -4.640880 0.280 0.359 0.009 0.18
H -2.171487 -1.759822 -4.012330 -0.321 -0.203 0.000 0.21
H -2.925057 -0.705242 -2.804480 -0.006 0.089 -0.078 0.21
H -1.422837 -1.588592 -2.460220 0.196 0.332 0.078 0.20
H -0.131957 0.901708 -2.396060 0.793 -0.397 0.082 0.50
C 3.066713 -0.447172 -0.216270 0.077 -0.803 0.844 -0.63
C 1.991373 -0.674312 -1.262620 1.254 0.361 -0.115 0.10
C 1.173753 -1.893372 -0.933210 -0.803 0.305 0.438 -0.63
O 1.238223 0.505688 -1.399530 -0.222 -0.103 -1.241 -0.76
H 3.730353 0.409458 -0.334040 -0.290 0.026 -0.387 0.22
H 3.673193 -1.348252 -0.125080 0.261 -0.025 -0.155 0.20
H 2.577463 -0.376312 0.755180 -0.031 0.280 0.168 0.20
H 2.504723 -0.853382 -2.207350 -0.149 0.199 -0.310 0.17
H 1.823543 -2.745152 -0.732320 -0.251 -0.126 -0.197 0.22
H 0.394633 -2.081192 -1.672000 0.458 -0.324 -0.344 0.21
H 0.579183 -1.668452 -0.047770 0.159 -0.097 0.471 0.19
H 0.900713 0.763508 -0.538590 0.224 0.164 0.842 0.50
C -0.071427 0.931328 4.554400 0.002 0.387 -1.422 -0.64
C -0.861367 -0.189302 3.896480 -1.198 -0.647 -0.161 0.11
C -2.270187 0.200628 3.310210 0.766 -0.210 1.356 -0.64
O -0.075777 -0.760942 2.854050 1.126 0.134 -0.595 -0.76
H 0.935573 0.600248 4.808220 -0.210 -0.137 0.407 0.22
H -0.586517 1.454368 5.360150 0.020 -0.435 0.110 0.23
H 0.080213 1.674108 3.771220 0.055 0.322 0.015 0.23
H -0.932357 -1.020502 4.598020 -0.700 0.162 0.436 0.16
H -2.800427 -0.658032 2.898330 0.229 -0.209 -0.022 0.20
H -2.264357 0.983698 2.552010 0.358 0.060 0.149 0.23
H -2.850437 0.518428 4.176470 -0.276 0.269 -0.129 0.21
H -0.379257 -1.638752 2.611240 -0.200 0.034 0.168 0.49
O 1.965733 3.223318 2.152150 0.224 0.414 0.314 -0.96
H 2.869123 2.907658 2.173660 0.224 0.009 0.004 0.46
H 1.447233 2.451638 1.924320 -0.444 -0.304 -0.402 0.49
O -2.277537 0.718008 -0.251220 0.069 0.025 0.656 -0.97
H -2.749827 -0.101392 -0.103710 -0.136 -0.196 0.143 0.47
H -2.055057 0.702548 -1.182080 0.317 0.334 -0.918 0.50
O 0.337573 1.124358 1.067000 0.625 0.865 -0.516 -1.01
H -0.476707 1.050988 0.569190 -1.062 0.174 -0.026 0.50
H 0.310103 0.390948 1.681480 -0.123 -0.798 0.597 0.50
```
Positions in Å, forces in eV/Å.

Structure (SMILES): CC(C)O.CC(C)O.CC(C)O.O.O.O
Molar mass (g mol⁻¹): 234.33
Highest occupied orbital energy (Ha): -0.36657
Energy relative to the best compared isomer or geometry (same formula, charge and spin) (eV): 0.113
Lowest unoccupied orbital energy (eV): 0.322

***

| no. | maximum force (eV/A) |
| --- | --- |
| 1 | 1.0 |
| 2 | 1.3 |
| 3 | 2.4 |